1.
This record from OMol25 describes 8 unconnected molecules or ions with the total composition C38H100N8O11 at a distorted geometry. The level of theory is ωB97M-V with the def2-TZVPD basis set.

Geometry as XYZ:
```
157
Properties=species:S:1:pos:R:3:lowdin_charge:R:1
C -4.17 2.60 -2.60 -0.1183
O -4.63 1.47 -1.91 -0.1762
C -4.01 1.36 -0.65 -0.2100
C -4.25 -0.01 -0.01 -0.4528
C -5.71 -0.41 0.18 -0.0615
N -3.51 -0.12 1.25 0.0536
H -4.38 2.47 -3.66 0.0881
H -3.10 2.82 -2.54 0.0800
H -4.67 3.49 -2.22 0.0799
H -2.92 1.39 -0.73 0.1012
H -4.37 2.16 0.01 0.1322
H -3.91 -0.75 -0.75 0.1282
H -5.73 -1.49 0.36 0.0720
H -6.24 -0.28 -0.77 0.0747
H -6.22 0.10 1.00 0.0777
H -2.51 -0.09 1.03 0.0334
H -3.66 -1.09 1.52 0.0728
C -0.35 -1.08 -0.46 -0.0766
O -0.79 0.08 0.26 -0.2102
C 0.33 0.73 0.82 -0.2078
C -0.07 2.06 1.42 -0.3909
C -0.35 3.11 0.35 -0.0231
N 1.02 2.56 2.26 0.0444
H -1.25 -1.56 -0.84 0.0850
H 0.31 -1.74 0.12 0.0894
H 0.22 -0.71 -1.32 0.0766
H 0.75 0.08 1.60 0.1258
H 1.21 0.89 0.17 0.1258
H -0.95 1.86 2.04 0.1385
H 0.58 3.50 -0.05 0.0751
H -0.91 3.94 0.77 0.0649
H -0.97 2.72 -0.46 0.0658
H 0.74 3.41 2.77 0.0533
H 1.22 1.87 2.98 0.0724
C -0.31 -4.49 -1.60 -0.1095
O -1.29 -5.49 -1.48 -0.1677
C -0.75 -6.72 -1.00 -0.2007
C -0.60 -7.69 -2.18 -0.4300
C -1.95 -8.00 -2.83 -0.0540
N 0.00 -8.98 -1.73 0.0340
H -0.71 -3.64 -2.15 0.0858
H 0.63 -4.84 -2.06 0.0371
H -0.02 -4.16 -0.60 0.0941
H 0.10 -6.61 -0.33 0.1191
H -1.61 -7.12 -0.44 0.1265
H 0.06 -7.25 -2.93 0.1296
H -2.71 -8.21 -2.08 0.0803
H -1.86 -8.82 -3.53 0.0786
H -2.30 -7.10 -3.35 0.0567
H 0.88 -8.69 -1.29 0.0578
H -0.55 -9.25 -0.92 0.0699
C 5.13 1.73 -1.17 -0.1185
O 4.07 1.40 -0.32 -0.2291
C 4.30 1.62 1.06 -0.1961
C 4.42 3.12 1.39 -0.4340
C 4.56 3.30 2.92 -0.0597
N 3.25 3.83 0.90 0.0416
H 4.87 1.59 -2.22 0.0865
H 6.05 1.20 -0.91 0.0941
H 5.30 2.82 -1.19 0.0835
H 3.39 1.28 1.57 0.1069
H 5.14 0.99 1.38 0.1280
H 5.38 3.46 0.99 0.1228
H 5.55 2.96 3.24 0.0714
H 3.80 2.85 3.56 0.0645
H 4.58 4.38 3.07 0.0725
H 2.43 3.37 1.35 0.0157
H 3.16 3.48 -0.06 0.0584
C -2.20 7.97 3.61 -0.0921
O -1.92 8.19 2.24 -0.1973
C -2.10 7.05 1.41 -0.2127
C -3.54 7.03 0.83 -0.4379
C -3.69 5.83 -0.09 -0.0711
N -3.84 8.23 0.07 0.0354
H -3.28 7.91 3.76 0.0904
H -1.79 8.84 4.12 0.0937
H -1.70 7.09 4.02 0.0474
H -1.43 7.18 0.56 0.1290
H -1.91 6.12 1.94 0.1124
H -4.20 7.02 1.70 0.1341
H -4.70 5.65 -0.45 0.0752
H -3.35 4.90 0.38 0.0646
H -3.06 5.99 -0.96 0.0802
H -3.59 9.05 0.62 0.0684
H -3.29 8.30 -0.78 0.0700
C 3.04 -1.52 -1.58 -0.0674
O 2.76 -2.87 -1.21 -0.2175
C 2.89 -3.83 -2.28 -0.1943
C 2.65 -5.20 -1.71 -0.2397
N 3.85 -5.80 -1.08 -0.0376
C 4.22 -5.10 0.16 -0.2071
C 3.23 -5.06 1.28 -0.2395
O 3.83 -4.54 2.45 -0.1914
C 2.99 -4.61 3.59 -0.1050
H 4.01 -1.24 -1.16 0.0844
H 2.27 -0.94 -1.07 0.0541
H 3.01 -1.36 -2.66 0.0862
H 3.89 -3.85 -2.72 0.1348
H 2.11 -3.50 -2.97 0.1187
H 2.40 -5.81 -2.59 0.1248
H 1.75 -5.33 -1.10 0.0599
H 3.66 -6.78 -0.95 0.0993
H 4.56 -4.09 -0.09 0.1159
H 5.14 -5.56 0.52 0.1231
H 2.88 -6.07 1.57 0.1238
H 2.38 -4.45 0.94 0.1137
H 2.08 -4.04 3.42 0.0793
H 3.58 -4.18 4.40 0.0894
H 2.64 -5.64 3.71 0.0837
C 1.23 5.81 3.35 -0.0814
O 0.67 4.72 4.02 -0.2313
C -0.18 5.03 5.12 -0.2028
C -0.54 3.77 5.89 -0.2102
N -1.15 2.77 5.03 -0.0444
C -1.23 1.45 5.65 -0.1801
C 0.09 0.70 5.91 -0.2154
O 0.57 0.16 4.70 -0.2058
C 1.74 -0.61 4.89 -0.1163
H 0.49 6.48 2.89 0.0818
H 1.70 5.40 2.45 0.0727
H 1.94 6.40 3.93 0.0975
H -1.10 5.58 4.85 0.0960
H 0.34 5.73 5.78 0.1283
H -1.23 4.01 6.71 0.1253
H 0.40 3.40 6.33 0.1096
H -0.51 2.73 4.25 0.0638
H -1.79 0.83 4.94 0.1190
H -1.90 1.52 6.51 0.1179
H -0.13 -0.12 6.60 0.1197
H 0.86 1.32 6.38 0.1136
H 1.53 -1.36 5.66 0.0877
H 2.68 -0.08 5.07 0.0907
H 1.89 -1.20 3.98 0.0786
C 1.52 -0.21 -5.35 -0.1173
O 0.50 -0.85 -4.62 -0.2262
C -0.58 0.03 -4.35 -0.2231
C -1.86 -0.78 -4.20 -0.1696
N -2.40 -1.15 -5.53 -0.0509
C -1.50 -1.81 -6.47 -0.1932
C -1.12 -3.22 -6.00 -0.2555
O -2.23 -4.05 -5.85 -0.1804
C -1.94 -5.44 -5.89 -0.0897
H 2.40 -0.85 -5.50 0.0859
H 1.88 0.66 -4.80 0.0896
H 1.18 0.06 -6.36 0.0848
H -0.69 0.83 -5.10 0.1288
H -0.38 0.55 -3.41 0.1139
H -2.63 -0.15 -3.76 0.1108
H -1.68 -1.67 -3.59 0.1031
H -3.19 -1.78 -5.41 0.1009
H -0.57 -1.28 -6.67 0.0948
H -2.02 -1.90 -7.42 0.1194
H -0.47 -3.12 -5.12 0.1056
H -0.40 -3.62 -6.74 0.1220
H -2.84 -6.00 -5.68 0.0864
H -1.22 -5.61 -5.08 0.0768
H -1.46 -5.74 -6.83 0.0880
```

Summary:
Orbital gap, eV: 9.0
Total energy, Eh: -2773.2238
Largest force on an atom, eV/A: 2.24
E_LUMO, eV: 0.53
2S+1: 1
ΔE to the lowest compared entry with this formula, charge and spin, kcal per mole: 23.5



2.
This record from OMol25 describes 2 unconnected molecules or ions with the total composition C2H5NO at a distorted geometry. The level of theory is ωB97M-V with the def2-TZVPD basis set.

Geometry as XYZ:
```
9
Properties=species:S:1:pos:R:3:lowdin_charge:R:1
C 1.09 -0.16 -1.51 -0.0379
C -1.13 -0.56 0.64 0.0927
N 1.15 -0.56 -0.31 -0.2226
O 2.01 -1.16 0.30 -0.0004
H 1.93 -0.34 -2.21 0.0862
H 0.26 0.41 -2.00 0.0814
H -1.48 0.53 0.66 0.0403
H -0.70 -0.67 1.56 -0.0493
H -1.57 -1.39 0.10 0.0097
```

Summary:
Orbital gap (alpha / beta), eV: 9.9 / 8.3
Total energy, Eh: -208.9996
Largest force on an atom, eV/A: 3.15
E_LUMO (alpha / beta), eV: 0.20 / -0.53
2S+1: 1
ΔE to the lowest compared entry with this formula, charge and spin, kcal per mole: 139.8



3.
This record from OMol25 describes C4H4Cl2O in the gas phase at a distorted geometry. The level of theory is ωB97M-V with the def2-TZVPD basis set.

Geometry as XYZ:
```
11
Properties=species:S:1:pos:R:3:lowdin_charge:R:1
C -0.16 0.88 0.04 -0.2150
C 0.41 -0.20 -0.85 -0.1822
C -1.84 -0.04 1.42 0.1153
C 1.45 -0.98 -0.60 -1.1467
O -1.59 0.80 0.37 -0.1786
Cl 2.09 -2.08 -1.61 0.7395
Cl 2.35 -0.74 0.95 0.5835
H 0.49 0.91 0.89 0.0516
H -0.12 1.94 -0.33 0.1405
H -0.15 -0.41 -1.69 0.0879
H -2.94 -0.09 1.41 0.0041
```

Summary:
Orbital gap, eV: 9.4
Total energy, Eh: -1150.2816
Largest force on an atom, eV/A: 3.69
E_LUMO, eV: 0.37
2S+1: 1
ΔE to the lowest compared entry with this formula, charge and spin, kcal per mole: 84.3



4.
This record from OMol25 describes 9 unconnected molecules or ions with the total composition H18O9. The level of theory is ωB97M-V with the def2-TZVPD basis set.

Geometry as XYZ:
```
27
Properties=species:S:1:pos:R:3:lowdin_charge:R:1
O 0.27 1.55 -2.47 -0.0351
H 0.71 2.12 -3.11 0.0637
H -0.57 1.33 -2.88 0.0364
O -1.77 4.08 1.07 -0.0818
H -2.58 4.45 1.43 0.0240
H -1.60 3.27 1.59 -0.0197
O 0.28 0.21 0.05 -0.0494
H 0.15 0.37 -0.90 0.0083
H 0.10 1.06 0.46 0.0368
O 2.09 -1.61 1.60 -0.0705
H 2.22 -2.55 1.75 0.0421
H 1.22 -1.54 1.20 -0.0197
O -0.56 -2.60 1.06 -0.0597
H -0.82 -1.73 0.72 0.0168
H -0.48 -3.13 0.26 0.0218
O -0.18 -1.00 -4.32 -0.0572
H -0.09 -1.41 -3.44 -0.0157
H -0.79 -0.27 -4.19 0.0117
O -1.39 1.55 2.18 -0.0532
H -0.58 1.24 2.62 0.0186
H -1.80 0.75 1.83 0.0546
O 1.32 0.89 3.07 -0.0472
H 2.15 1.30 3.31 0.0545
H 1.53 -0.04 2.93 0.0224
O 0.01 -2.65 -1.95 -0.0374
H 0.79 -2.12 -1.73 0.0637
H 0.36 -3.53 -2.13 0.0714
```

Summary:
Orbital gap, eV: 10.7
Total energy, Eh: -687.9584
Largest force on an atom, eV/A: 0.53
E_LUMO, eV: 0.07
2S+1: 1
ΔE to the lowest compared entry with this formula, charge and spin, kcal per mole: 42.3



5.
This record from OMol25 describes a gas-phase ion, C8H13N2O5 (charge +1) at a distorted geometry. The level of theory is ωB97M-V with the def2-TZVPD basis set.

Geometry as XYZ:
```
28
Properties=species:S:1:pos:R:3:lowdin_charge:R:1
C -3.34 3.42 0.29 -0.0435
O -2.55 2.26 0.39 -0.0079
C -1.40 2.22 0.96 -0.4864
O -0.94 3.10 1.68 0.1148
C -0.81 0.87 0.78 0.0957
C 0.37 0.50 1.29 -0.1917
O 1.17 1.31 2.07 0.0894
C 1.03 -0.82 0.94 0.0033
N 2.07 -1.15 1.55 0.1184
N 2.84 -1.80 2.10 0.3521
C 0.75 -1.51 -0.38 -0.2848
O 1.02 -2.89 -0.18 -0.1397
C 0.43 -3.71 -1.13 -0.0733
O 1.70 -1.02 -1.32 -0.0734
C 1.22 -0.08 -2.18 -0.1234
H -3.33 3.99 -0.73 0.1334
H -3.07 4.23 0.93 0.0757
H -4.43 3.15 0.50 0.1240
H -1.53 0.13 0.25 0.1681
H 0.66 2.08 2.39 0.1169
H 3.88 -1.67 2.06 0.1907
H -0.34 -1.51 -0.82 0.1927
H 0.88 -4.67 -1.06 0.0835
H 0.79 -3.51 -2.17 0.1184
H -0.66 -3.69 -0.75 0.1432
H 2.21 0.22 -2.66 0.1389
H 0.94 0.90 -1.93 0.0666
H 0.45 -0.35 -2.88 0.0981
```

Summary:
Total charge: +1
Orbital gap, eV: 8.1
Total energy, Eh: -797.8980
Largest force on an atom, eV/A: 4.77
E_LUMO, eV: -5.53
2S+1: 1
ΔE to the lowest compared entry with this formula, charge and spin, kcal per mole: 36.7



6.
This record from OMol25 describes 2 unconnected molecules or ions with the total composition C2H6BrNS at a distorted geometry. The level of theory is ωB97M-V with the def2-TZVPD basis set.

Geometry as XYZ:
```
11
Properties=species:S:1:pos:R:3:lowdin_charge:R:1
C 0.56 1.29 0.27 -0.1703
C -0.50 -0.39 -0.97 -0.2760
N 0.70 0.01 -0.39 -0.1427
S 1.23 -2.18 1.20 -0.0189
Br -0.67 -2.05 2.02 0.1196
H 0.42 1.98 -0.56 0.0861
H -0.38 1.47 0.95 0.1210
H 1.41 1.69 0.78 0.0610
H -1.31 -0.89 -0.24 0.0505
H -1.00 0.41 -1.40 0.0566
H -0.45 -1.34 -1.65 0.1131
```

Summary:
Orbital gap (alpha / beta), eV: 6.4 / 6.4
Total energy, Eh: -3106.6062
Largest force on an atom, eV/A: 4.93
E_LUMO (alpha / beta), eV: -2.13 / -2.13
2S+1: 1
ΔE to the lowest compared entry with this formula, charge and spin, kcal per mole: 70.3



7.
This record from OMol25 describes C5H4 in the gas phase at a distorted geometry. The level of theory is ωB97M-V with the def2-TZVPD basis set.

Geometry as XYZ:
```
9
Properties=species:S:1:pos:R:3:lowdin_charge:R:1
C -0.19 1.91 -1.22 0.0819
C 0.11 0.76 -0.95 -0.0582
C 0.24 -0.85 -0.56 -0.1370
C 0.01 -0.87 0.87 -0.1872
C -0.18 -0.68 2.03 0.1042
H -0.52 2.85 -1.39 -0.0151
H 1.24 -1.23 -0.64 0.0950
H -0.38 -1.23 -1.27 0.0640
H -0.33 -0.66 3.12 0.0523
```

Summary:
Orbital gap, eV: 11.0
Total energy, Eh: -192.7438
Largest force on an atom, eV/A: 5.84
E_LUMO, eV: 0.98
2S+1: 1
ΔE to the lowest compared entry with this formula, charge and spin, kcal per mole: 31.6



8.
This record from OMol25 describes CBr2O in the gas phase at a distorted geometry. The level of theory is ωB97M-V with the def2-TZVPD basis set.

Geometry as XYZ:
```
4
Properties=species:S:1:pos:R:3:lowdin_charge:R:1
O 0.27 -0.26 -1.31 -0.1002
C 0.06 0.02 -0.14 -1.3274
Br 0.93 1.38 0.79 0.7524
Br -1.26 -1.13 0.66 0.6751
```

Summary:
Orbital gap, eV: 10.6
Total energy, Eh: -5261.3620
Largest force on an atom, eV/A: 4.28
E_LUMO, eV: -0.18
2S+1: 1
ΔE to the lowest compared entry with this formula, charge and spin, kcal per mole: 3.9